P.
Formula: C3H8N3
Source: OMol25
Level of theory: ωB97M-V/def2-TZVPD

Last column: Löwdin charge in e.
CARTESIAN COORDINATES (ANGSTROEM)
C: -1.9136 1.8017 -0.9395  0.00
H: 1.6845 -0.7411 -1.5210  0.16
H: -0.0864 1.7327 -2.2073  0.04
C: -0.9921 1.8452 -1.6869  0.07
H: -1.3010 0.6962 0.4855  0.12
C: 1.2093 -0.7931 -0.5273  -0.21
H: -2.7893 1.7875 -0.4918  0.00
N: -0.4386 0.1176 0.8100  0.13
H: -0.5815 -0.8941 1.0845  0.18
H: -0.1489 0.8128 1.5314  0.20
N: 1.2472 -1.9073 0.2242  0.12
H: 1.9978 -2.5588 -0.0130  0.13
N: 0.4028 0.1654 -0.3012  -0.05
H: 0.8314 -2.1836 1.1104  0.11

Output
Kohn-Sham gap ... 0.3934 Eh
Total charge ... +1
E_LUMO ... -3.67 eV

Q.
Formula: C3H8N3
Source: OMol25
Level of theory: ωB97M-V/def2-TZVPD

Last column: Löwdin charge in e.
CARTESIAN COORDINATES (ANGSTROEM)
H: 1.6475 2.9588 -0.0128  0.12
H: -0.1956 -3.3874 -0.4990  0.18
H: 0.5865 3.1032 -1.4781  0.07
H: -0.2389 3.2558 0.0842  0.12
C: 0.1839 1.3201 -0.3184  -0.36
N: -0.6125 -1.7990 1.4963  0.18
H: -0.7126 -0.9693 2.1178  0.15
H: 0.8451 0.7438 -0.8913  0.10
N: -0.7469 0.8946 0.3389  0.23
N: -0.2490 -2.3426 -0.7151  0.19
H: -0.4411 -2.7646 1.7987  0.15
C: 0.6297 2.7145 -0.4834  -0.06
H: -0.2632 -2.1556 -1.6909  0.13
C: -0.4329 -1.5723 0.2529  -0.21

Output
Kohn-Sham gap (spin up / spin down) ... 0.3696 / 0.2936 Eh
Total charge ... +1
E_LUMO (spin up / spin down) ... -4.79 / -5.90 eV

R.
Formula: C3H8N3
Source: OMol25
Level of theory: ωB97M-V/def2-TZVPD

Last column: Löwdin charge in e.
CARTESIAN COORDINATES (ANGSTROEM)
H: 1.5734 -0.7524 1.9170  0.18
N: 0.3050 -0.5634 0.2808  -0.03
H: -1.7931 0.7910 -2.0705  0.12
C: -0.4771 -1.6210 -0.3705  0.03
H: 1.2849 1.6598 0.1390  0.11
N: -0.2681 -0.3338 -0.9741  -0.04
C: 1.1919 -0.1362 1.0698  -0.09
H: 2.3351 1.4700 1.5521  0.14
H: -1.2816 -1.9239 0.2699  0.14
H: -2.1990 0.3223 -0.4004  0.07
H: 0.1416 -2.3335 -0.8056  0.11
N: 1.5500 1.1693 0.9691  0.17
C: -1.3846 0.6405 -1.0140  -0.03
H: -0.9784 1.6112 -0.5627  0.11

Output
SMILES ... CN1CN1C=[NH2+]
Kohn-Sham gap ... 0.4044 Eh
Total charge ... +1
E_LUMO ... -3.51 eV

S.
Formula: C3H8N3
Source: OMol25
Level of theory: ωB97M-V/def2-TZVPD

Last column: Löwdin charge in e.
CARTESIAN COORDINATES (ANGSTROEM)
C: 1.2185 -0.2206 -0.2804  0.02
N: 2.0485 0.7857 -0.1054  0.27
N: -1.3490 1.2999 0.3589  0.09
N: -1.1058 -0.9281 -0.2369  0.02
H: -2.7026 0.0272 -0.7061  0.12
H: 1.5277 -0.6749 -1.1800  0.14
H: 1.9801 1.2187 0.7675  0.13
H: 0.1751 -0.4685 1.4598  0.11
C: 0.1934 -0.9359 0.5118  -0.13
H: 2.5516 1.1702 -0.8807  0.16
H: -1.8442 2.2418 0.3002  0.10
H: 0.5696 -1.8954 0.6221  0.12
H: -1.4636 -1.8719 -0.4411  0.16
C: -1.7992 0.2517 -0.1897  -0.32

Output
SMILES ... [H]/N=C/NCC=[NH2+]
Kohn-Sham gap ... 0.3135 Eh
Total charge ... +1
E_LUMO ... -5.16 eV

Top of the stability list: S, leading by 0.0489 hartree.

P.
Formula: C3H8N3
Source: OMol25
Level of theory: ωB97M-V/def2-TZVPD

Last column: Löwdin charge in e.
CARTESIAN COORDINATES (ANGSTROEM)
H: -2.8817 0.8152 0.1817  0.15
C: 0.0873 -1.0408 0.0994  -0.09
N: -2.2788 -0.0115 0.1132  0.22
C: -0.9530 0.0578 0.0603  -0.33
C: 1.3251 -0.3514 0.4301  -0.09
N: 0.9517 1.0808 -0.0524  -0.03
H: -2.6067 -0.9818 -0.1696  0.17
H: 1.6767 1.3739 -2.0141  0.19
H: 1.6021 -0.1742 1.4457  0.13
H: 1.4820 1.8249 0.3408  0.14
H: -0.3431 -1.9450 0.6725  0.17
H: -0.0178 -1.3179 -0.9719  0.15
H: 2.2905 -0.5569 -0.0429  0.13
N: -0.3343 1.2269 -0.0928  0.08

Output
Kohn-Sham gap (spin up / spin down) ... 0.3484 / 0.2993 Eh
Total charge ... +1
E_LUMO (spin up / spin down) ... -4.31 / -6.16 eV

Q.
Formula: C3H8N3
Source: OMol25
Level of theory: ωB97M-V/def2-TZVPD

Last column: Löwdin charge in e.
CARTESIAN COORDINATES (ANGSTROEM)
N: 0.4117 0.4267 -0.4973  -0.13
H: -0.4029 -1.3108 -1.4224  0.12
C: -0.2334 -0.9463 -0.4755  -0.07
N: -1.5379 -0.6629 -0.0164  0.07
H: 0.3947 -1.6533 -0.0035  0.14
H: -2.3892 0.9669 0.9728  0.15
H: -2.0243 -1.2812 0.5899  0.15
C: 1.5997 0.5209 0.3415  0.02
H: 1.3140 -0.0060 1.2693  0.13
C: -1.6344 0.6523 0.2719  -0.09
H: 0.7543 0.6426 -1.4632  0.22
H: 2.0221 1.4315 0.5701  0.09
H: 2.2622 -0.1189 -0.2010  0.11
N: -0.5363 1.3385 0.0637  0.11

Output
SMILES ... C[N@H+]1CNC=N1
Kohn-Sham gap ... 0.4070 Eh
Total charge ... +1
E_LUMO ... -3.46 eV

R.
Formula: C3H8N3
Source: OMol25
Level of theory: ωB97M-V/def2-TZVPD

Last column: Löwdin charge in e.
CARTESIAN COORDINATES (ANGSTROEM)
H: -0.8105 -0.4294 2.6976  0.10
H: -1.6172 2.0765 -2.0250  0.10
H: -0.7582 -1.3987 1.1128  0.09
N: 0.4454 0.3800 1.1527  0.04
H: 1.8305 -0.5965 -1.9280  0.11
N: -0.3537 0.7022 -1.2291  0.14
C: -0.1618 -0.8789 1.9021  -0.04
H: -0.1009 1.1468 1.3299  0.02
H: -2.2688 0.4523 -1.6549  0.10
H: 2.3988 -0.9333 -0.4194  0.20
H: 0.5683 -1.4213 2.3379  0.02
C: -1.4526 1.1048 -1.6664  0.16
C: 0.6037 0.1877 -0.6111  -0.26
N: 1.6772 -0.3922 -0.9990  0.22

Output
SMILES ... C=N/C(N)=[NH+]/C
Kohn-Sham gap ... 0.3309 Eh
Total charge ... +1
E_LUMO ... -4.96 eV

Top of the stability list: Q, leading by 0.0415 hartree.

P.
Formula: C3H8N3
Source: OMol25
Level of theory: ωB97M-V/def2-TZVPD

Last column: Löwdin charge in e.
CARTESIAN COORDINATES (ANGSTROEM)
H: 0.5831 0.5165 -1.3701  0.24
H: -2.1393 -1.1397 1.3446  0.17
N: -1.6357 0.9883 0.5675  0.16
C: -0.8327 -0.1053 0.0545  -0.51
N: 0.4865 -0.1593 -0.5385  0.08
C: -2.1783 0.0160 -0.4831  -0.09
H: -1.2081 1.8448 0.2070  0.11
H: -2.5513 -0.0156 -1.4665  0.14
H: 1.0430 0.8066 1.1811  0.11
N: -1.7869 -1.2009 0.2839  0.12
C: 1.4399 -0.0115 0.5766  0.00
H: 0.4390 -1.1904 -0.8362  0.23
H: 1.4139 -0.7707 1.3302  0.11
H: 2.5318 0.0336 0.2329  0.14

Output
SMILES ... C[NH2+][C@]12N[C@H]1N2
Kohn-Sham gap ... 0.3668 Eh
Total charge ... +1
E_LUMO ... -3.94 eV

Q.
Formula: C3H8N3
Source: OMol25
Level of theory: ωB97M-V/def2-TZVPD

Last column: Löwdin charge in e.
CARTESIAN COORDINATES (ANGSTROEM)
H: 1.9441 -0.2697 -0.8493  0.17
H: 1.7588 2.0263 -0.0313  0.12
H: -2.6370 -2.1028 1.4880  0.10
N: -1.2294 -1.2705 0.2337  0.07
H: 0.6028 -0.3287 1.3646  0.19
H: -1.6269 -1.2101 2.3758  0.07
H: -0.8701 0.9652 -1.2026  0.20
C: 0.1462 0.8944 -0.6556  -0.26
C: -1.7400 -1.4566 1.3643  -0.07
H: 0.6317 -1.1460 -1.5946  0.17
C: 0.2194 -0.2972 0.2658  -0.16
H: 1.0303 2.5982 -1.3531  0.15
N: 0.8212 2.0462 -0.4660  0.09
N: 0.9489 -0.4487 -0.9396  0.16

Output
SMILES ... C=N[C@H]1[NH2+][C@@H]1N
Kohn-Sham gap ... 0.4084 Eh
Total charge ... +1
E_LUMO ... -3.22 eV

Top of the stability list: Q, leading by 0.0567 hartree.

P.
Formula: C3H8N3
Source: OMol25
Level of theory: ωB97M-V/def2-TZVPD

Last column: Löwdin charge in e.
CARTESIAN COORDINATES (ANGSTROEM)
H: 3.3930 1.4686 0.4105  0.12
H: 2.0700 -1.7045 -0.8825  0.16
N: -2.1160 -0.0075 -0.1463  -0.05
H: 0.5119 -0.9175 -0.3408  -0.02
C: 2.0112 0.1192 0.1217  -0.25
H: 1.1426 0.6330 0.5096  0.13
N: 3.2038 0.5427 0.1982  0.22
C: -3.4491 0.2446 0.1063  -0.08
C: -0.9937 -0.3224 -0.0002  0.15
H: -4.0463 -0.6830 0.1560  0.11
H: 4.0078 -0.0284 0.1015  0.14
H: -3.3839 0.8290 0.9905  0.09
N: 1.5614 -0.9588 -0.4037  0.15
H: -3.9129 0.7849 -0.8208  0.14

Output
Kohn-Sham gap ... 0.4688 Eh
Total charge ... +1
E_LUMO ... -2.68 eV

Q.
Formula: C3H8N3
Source: OMol25
Level of theory: ωB97M-V/def2-TZVPD

Last column: Löwdin charge in e.
CARTESIAN COORDINATES (ANGSTROEM)
C: 1.1007 0.0989 0.4666  -0.33
H: -1.9762 0.4632 0.2256  0.12
C: -1.7324 0.4961 -0.8778  -0.02
C: -1.2960 -0.7966 -1.2095  -0.08
H: -0.8298 -2.9002 -1.7330  0.19
H: -0.7367 1.1180 -0.9359  0.14
H: 0.9010 0.8009 2.3530  0.09
H: 2.9281 0.1080 -0.4317  0.11
H: 3.0317 0.5434 1.3544  0.14
N: 2.4387 0.2382 0.4950  0.02
H: -0.6395 0.4231 1.6809  0.12
N: -1.0477 -1.9148 -1.4444  0.36
H: -2.5714 0.8561 -1.4671  0.12
N: 0.4295 0.4658 1.5237  0.03

Output
Kohn-Sham gap ... 0.3084 Eh
Total charge ... +1
E_LUMO ... -3.78 eV

R.
Formula: C3H8N3
Source: OMol25
Level of theory: ωB97M-V/def2-TZVPD

Last column: Löwdin charge in e.
CARTESIAN COORDINATES (ANGSTROEM)
H: 0.9959 -1.6343 -1.2382  0.14
N: -0.8243 0.5862 -0.4878  -0.01
H: -0.7956 0.2148 1.5775  0.18
N: -0.7630 -0.8284 -0.4697  0.02
H: 0.9571 1.3388 -1.3149  0.15
C: -1.3876 -0.1618 0.6308  -0.03
C: 0.7832 -1.3012 -0.2060  -0.02
H: -2.3932 -0.1634 0.6275  0.09
N: 1.3283 -0.0594 0.2264  -0.02
H: -1.3103 1.1247 -1.1863  0.18
H: 0.6692 -2.0227 0.4955  0.10
H: 0.5988 1.9930 0.3564  0.15
H: 1.3912 -0.1726 1.2238  0.13
C: 0.7501 1.0863 -0.2349  -0.06

Output
SMILES ... C1NC[N@@H+]2CN12
Kohn-Sham gap ... 0.4436 Eh
Total charge ... +1
E_LUMO ... -3.14 eV

Top of the stability list: P, leading by 0.0640 hartree.